ORCA calculation (wB97M-V/def2-TZVPD) on one molecule with the formula C4H9NOS.

Structure (XYZ):
```
16
Properties=species:S:1:pos:R:3:forces:R:3
O -1.745 -2.028 -0.987 0.063 -0.231 -0.003
C -1.973 -1.361 -0.008 0.097 0.446 0.169
N -1.127 -0.448 0.539 -0.389 0.235 0.416
C 0.204 -0.122 0.122 1.914 -0.001 0.113
C 0.711 1.055 0.978 -0.670 0.349 -0.595
S 2.492 1.369 0.801 -0.251 0.011 0.046
C 0.364 0.122 -1.368 -0.706 0.561 -0.620
H -2.917 -1.390 0.566 -0.050 -0.155 -0.171
H -1.465 0.095 1.318 -0.219 -0.232 0.033
H 0.923 -0.916 0.384 -0.527 -0.327 0.058
H 0.452 0.877 2.010 0.146 -0.169 0.479
H 0.180 1.968 0.684 0.136 -0.013 -0.047
H 2.751 0.184 0.246 0.193 -0.111 -0.006
H -0.618 0.320 -1.810 0.153 -0.130 -0.016
H 0.972 0.999 -1.590 0.151 -0.030 0.213
H 0.797 -0.724 -1.885 -0.041 -0.203 -0.067
```
Positions in Å, forces in eV/Å.

Its spin multiplicity is 1. For the energy, the calculation gives -18666.7744 eV. Its charge is 0. The structure (SMILES) is C[C@@H](CS)NC=O. The HOMO energy is -9.43 eV.

***

ORCA calculation (wB97M-V/def2-TZVPD) on one molecule with the formula C4H9NOS.

Structure (XYZ):
```
16
Properties=species:S:1:pos:R:3:forces:R:3
C -0.184 -0.890 0.579 -1.905 -1.382 2.671
C -1.636 -0.587 0.357 -1.197 1.989 -2.906
S -1.594 0.596 -1.274 -0.535 -0.818 0.242
C 0.768 0.168 1.044 1.196 -1.746 1.203
N 1.918 0.201 0.171 -2.060 0.678 2.647
C 1.997 -0.383 -1.179 -1.599 1.827 -0.306
O 0.637 0.509 2.254 1.398 0.637 -3.894
H 0.229 -1.587 -0.095 0.226 -0.387 -1.319
H -0.252 -1.513 1.513 0.264 0.385 -0.481
H -2.115 0.174 0.991 0.508 -0.937 0.409
H -2.325 -1.435 0.116 0.933 0.681 0.414
H -2.661 0.250 -2.075 0.589 -0.091 0.851
H 2.630 0.711 0.664 0.810 -0.003 -0.675
H 2.590 0.229 -1.863 0.419 -0.118 0.463
H 0.991 -0.262 -1.615 0.332 -0.126 0.137
H 2.219 -1.426 -1.285 0.621 -0.589 0.544
```
Positions in Å, forces in eV/Å.

Its spin multiplicity is 1. For the energy, the calculation gives -18665.4148 eV. Its charge is 0. The structure (SMILES) is CNC(=O)CCS. The HOMO energy is -9.10 eV.

***

ORCA calculation (wB97M-V/def2-TZVPD) on one molecule with the formula C4H9NOS2.

Structure (XYZ):
```
17
Properties=species:S:1:pos:R:3:forces:R:3
N 1.969 -0.644 1.595 -0.074 -0.262 0.174
C 1.539 -0.396 0.222 0.184 1.026 0.305
C 2.556 0.586 -0.377 0.125 -0.333 -0.033
O 2.296 1.410 -1.207 -0.026 0.186 -0.170
C 0.164 0.280 0.158 0.111 -0.594 0.717
S -1.103 -0.950 0.619 -0.294 0.260 -0.331
S -2.802 0.208 0.612 0.132 -0.388 -0.051
C -3.256 0.104 -1.138 0.502 0.429 -0.246
H 2.037 -1.627 1.810 0.004 -0.053 -0.032
H 1.321 -0.248 2.264 0.040 0.041 -0.041
H 1.607 -1.318 -0.344 -0.164 -0.195 -0.329
H 3.575 0.482 0.048 -0.055 -0.007 -0.014
H -0.014 0.814 -0.774 -0.072 -0.314 -0.004
H 0.145 0.976 0.993 0.037 0.479 -0.201
H -4.213 0.598 -1.273 -0.172 0.024 0.083
H -3.312 -0.924 -1.477 -0.057 -0.104 0.090
H -2.509 0.648 -1.732 -0.222 -0.194 0.082
```
Positions in Å, forces in eV/Å.

Its spin multiplicity is 1. For the energy, the calculation gives -29501.6727 eV. Its charge is 0. The structure (SMILES) is CSSC[C@H](N)C=O. The HOMO energy is -9.07 eV.

***

ORCA calculation (wB97M-V/def2-TZVPD) on C4H9NOS2 as an isolated structure.

Structure (XYZ):
```
17
Properties=species:S:1:pos:R:3:forces:R:3
C 2.026 0.388 -0.761 4.368 1.397 0.948
C -0.592 0.821 -0.081 -1.118 1.046 1.219
C 0.063 0.453 1.296 -3.435 0.235 1.269
C -1.735 -0.194 -0.551 -0.521 3.685 1.197
H 3.113 1.144 -1.094 -3.423 -2.686 0.670
H 2.085 0.524 0.399 0.176 -0.142 -2.478
H 2.184 -0.726 -1.009 -0.266 1.909 0.097
H -1.211 1.729 0.311 1.128 -1.172 -1.741
H 0.916 -0.282 1.132 -1.509 0.474 1.293
H -1.064 0.162 1.816 3.684 -0.197 -0.705
H 0.368 1.358 1.988 -0.132 -1.728 -1.878
H -2.213 -2.031 -0.729 -0.866 -1.412 -0.543
H 0.383 -1.653 0.586 -1.947 -1.502 -5.243
N -1.554 -1.482 -0.247 2.828 -0.357 -1.347
O -0.154 -1.962 -0.674 -0.229 1.984 6.491
S 0.600 1.224 -1.425 -0.391 -0.104 0.552
S -3.216 0.525 -0.958 1.652 -1.431 0.196
```
Positions in Å, forces in eV/Å.

Its spin multiplicity is 1. For the energy, the calculation gives -29494.9799 eV. Its charge is 0. The HOMO energy is -8.65 eV.

***

ORCA calculation (wB97M-V/def2-TZVPD) on C4H9NS as an isolated structure.

Structure (XYZ):
```
15
Properties=species:S:1:pos:R:3:forces:R:3
C -0.293 0.699 -0.873 -1.346 3.000 -2.155
C -0.333 -0.420 0.053 3.073 -1.957 0.707
C -0.005 0.039 1.410 0.334 -9.412 0.885
C -1.289 -0.809 1.070 -2.361 2.997 2.747
H 1.280 0.378 -2.115 1.120 -2.883 -3.879
H 1.681 2.018 -1.629 -3.618 -4.434 1.277
H -0.438 1.684 -0.345 -0.889 -1.169 -0.405
H -1.107 0.488 -1.644 1.032 0.862 0.354
H 1.765 -1.513 -0.604 -1.084 -0.241 0.067
H 0.147 0.937 1.664 -0.215 7.203 1.248
H 0.678 -0.532 2.088 -0.394 -0.026 -1.121
H -1.413 -1.781 1.609 0.566 0.853 -1.234
H -2.178 -0.151 1.212 0.355 -0.795 -0.509
N 1.055 0.910 -1.393 2.110 5.850 2.504
S 0.451 -1.948 -0.504 1.318 0.153 -0.486
```
Positions in Å, forces in eV/Å.

Its spin multiplicity is 1. For the energy, the calculation gives -16615.2577 eV. Its charge is 0. The HOMO energy is -8.79 eV.

***

ORCA calculation (wB97M-V/def2-TZVPD) on C4H9NS as an isolated structure.

Structure (XYZ):
```
15
Properties=species:S:1:pos:R:3:forces:R:3
C -0.820 1.474 1.201 -4.943 0.955 4.198
C -0.173 -0.710 0.972 3.719 1.110 -1.722
C 0.302 0.004 -0.434 -2.457 0.664 1.455
C 0.092 -0.625 -1.788 2.772 1.988 0.695
H -1.328 0.955 2.299 1.213 2.177 -2.749
H 0.162 1.749 1.564 0.518 0.156 -0.560
H -1.552 2.478 0.996 2.256 -2.981 0.029
H 0.587 -0.440 1.788 -1.523 -0.400 -0.914
H -0.540 -1.715 0.962 -0.011 -0.441 -0.154
H 0.993 0.881 -0.604 -0.394 -1.146 1.467
H 0.171 0.127 -2.616 0.114 -0.752 0.690
H -0.804 -1.089 -1.818 -3.160 -1.388 -0.223
H 2.661 -1.401 -1.070 -3.546 -1.022 -1.795
N -0.968 0.299 0.382 1.320 1.218 -1.118
S 1.219 -1.987 -1.833 4.123 -0.139 0.701
```
Positions in Å, forces in eV/Å.

Its spin multiplicity is 1. For the energy, the calculation gives -16614.4354 eV. Its charge is 0. The HOMO energy is -8.82 eV.

***

ORCA calculation (wB97M-V/def2-TZVPD) on C4H9NS as an isolated structure.

Structure (XYZ):
```
15
Properties=species:S:1:pos:R:3:forces:R:3
C 0.692 1.353 0.536 2.795 -3.438 3.031
C 1.080 0.472 -0.586 0.562 -1.194 0.083
C 2.274 -0.498 -0.580 -2.002 1.708 -2.710
C -2.893 -0.856 0.398 4.263 -1.496 2.210
N 0.023 0.110 0.287 -4.314 -0.834 -0.032
S -2.030 0.334 -0.557 3.112 0.528 -0.506
H 1.223 1.295 1.564 -0.660 0.384 -1.885
H 0.293 2.223 0.292 -1.937 3.795 -0.894
H 0.713 0.772 -1.539 0.230 0.532 -0.796
H 2.226 -1.015 -1.563 0.091 -0.567 1.148
H 2.335 -1.001 0.327 -0.038 -1.457 1.214
H 3.089 0.142 -0.670 1.956 1.000 -0.044
H -2.243 -1.796 0.588 -1.070 1.327 -0.713
H -3.842 -1.130 0.157 -2.585 -0.556 -1.522
H -2.939 -0.403 1.349 -0.403 0.269 1.416
```
Positions in Å, forces in eV/Å.

Its spin multiplicity is 1. For the energy, the calculation gives -16615.3849 eV. Its charge is 0. The HOMO energy is -8.57 eV.

***

ORCA calculation (wB97M-V/def2-TZVPD) on a 2-piece molecular cluster, C4H9NS2 overall.

Structure (XYZ):
```
16
Properties=species:S:1:pos:R:3:forces:R:3
C 0.529 -2.490 -1.441 -0.719 3.028 0.599
C 0.789 1.322 -0.094 0.396 -0.572 2.262
C -1.443 0.190 0.707 0.957 1.476 -1.184
C -0.057 -0.003 -0.002 -0.083 2.634 -0.349
N 0.619 -1.158 0.428 -2.174 -1.644 -1.293
S 0.320 -1.477 -2.612 0.233 -0.596 -0.510
S 0.460 -4.003 -0.859 0.190 -0.637 2.237
H 1.301 1.780 0.785 -0.793 -0.902 0.415
H 1.656 1.137 -0.669 0.550 0.006 -1.588
H 0.136 2.106 -0.392 -0.335 0.651 -1.034
H -1.859 -0.788 0.402 -0.949 0.778 1.049
H -1.973 1.166 0.314 0.733 -2.281 0.161
H -1.280 0.459 1.754 -0.284 -0.971 0.151
H -0.418 0.093 -1.108 0.832 -1.299 0.644
H 1.584 -1.189 0.221 1.359 0.619 -0.303
H 0.618 -4.783 -1.901 0.086 -0.291 -1.255
```
Positions in Å, forces in eV/Å.

Its spin multiplicity is 1. For the energy, the calculation gives -27450.0985 eV. Its charge is 0. The HOMO energy (alpha / beta) is -8.31 / -8.31 eV.